{"formula": "C24H27N6OPd", "method": "ωB97M-V/def2-TZVPD", "symbols": ["Pd", "C", "C", "C", "C", "C", "C", "N", "N", "C", "C", "C", "C", "C", "C", "H", "H", "H", "H", "H", "H", "H", "H", "H", "N", "C", "O", "C", "C", "C", "C", "N", "C", "H", "H", "H", "H", "H", "H", "C", "C", "N", "C", "C", "N", "C", "C", "H", "H", "H", "H", "H", "H", "H", "H", "H", "H", "H", "H"], "positions_angstrom": [[-0.17, -0.10, -0.83], [6.15, 1.10, -0.36], [5.70, 2.40, -0.15], [4.35, 2.66, 0.03], [3.46, 1.59, 0.01], [3.90, 0.29, -0.20], [5.25, 0.04, -0.38], [2.04, 1.74, 0.18], [1.67, 2.87, 0.51], [-0.82, 2.25, -0.21], [-1.72, 3.44, 0.18], [-2.99, 3.50, -0.57], [-3.58, 2.31, -0.70], [-2.90, 1.04, -0.39], [-1.59, 0.99, -0.11], [7.21, 0.91, -0.50], [6.41, 3.22, -0.14], [3.99, 3.66, 0.19], [3.17, -0.51, -0.21], [5.60, -0.97, -0.54], [-2.00, 3.15, 1.21], [-3.45, 4.43, -0.88], [-4.57, 2.23, -1.13], [-3.45, 0.12, -0.59], [0.17, 5.26, 2.54], [-0.60, 5.39, 1.44], [-1.41, 6.28, 1.28], [-0.45, 4.32, 0.36], [-0.02, 4.95, -0.92], [0.25, 4.34, -2.08], [0.23, 2.91, -2.31], [-0.21, 2.01, -1.52], [0.23, 2.96, 0.71], [0.13, 6.01, 3.21], [1.00, 4.70, 2.53], [0.03, 6.04, -0.90], [0.54, 4.95, -2.93], [0.65, 2.55, -3.25], [0.02, 2.72, 1.75], [0.21, -2.07, 1.32], [0.11, -3.52, 1.85], [-0.64, -4.35, 0.91], [-1.98, -3.80, 0.74], [-1.91, -2.35, 0.19], [-0.48, -1.97, 0.00], [0.14, -2.92, -0.95], [0.04, -4.36, -0.38], [1.25, -1.76, 1.17], [-0.26, -1.35, 1.99], [-0.40, -3.55, 2.81], [1.10, -3.96, 1.98], [-2.49, -3.82, 1.70], [-2.54, -4.44, 0.05], [-2.35, -1.63, 0.87], [-2.40, -2.25, -0.78], [1.18, -2.62, -1.10], [-0.38, -2.83, -1.90], [1.04, -4.79, -0.24], [-0.50, -5.01, -1.06]], "charge": 1, "homo_energy_ev": -11.324, "orbital_gap_ev": 7.85, "lumo_energy_ev": -3.5, "e_tot_ev": -39783.6824}


{"formula": "C24H27N9O4Zr", "method": "ωB97M-V/def2-TZVPD", "symbols": ["Zr", "C", "C", "N", "C", "C", "C", "C", "C", "C", "C", "N", "C", "C", "N", "N", "H", "H", "H", "H", "H", "H", "H", "H", "H", "H", "H", "H", "H", "H", "H", "H", "H", "H", "N", "C", "C", "N", "C", "C", "N", "C", "C", "N", "H", "H", "H", "H", "H", "H", "O", "C", "O", "C", "C", "C", "N", "C", "C", "C", "O", "O", "H", "H", "H"], "positions_angstrom": [[0.01, -0.38, -0.16], [-0.76, 0.88, 2.82], [-0.82, -0.62, 3.02], [0.09, -1.26, 2.06], [1.53, -1.27, 2.47], [2.29, -0.07, 1.96], [3.44, 0.39, 2.57], [4.09, 1.48, 2.01], [3.57, 2.10, 0.88], [2.42, 1.59, 0.32], [1.78, 2.17, -0.91], [0.34, 1.82, -1.02], [-0.58, 2.81, -0.39], [-0.63, 2.59, 1.10], [-0.98, 1.18, 1.38], [1.81, 0.51, 0.85], [0.22, 1.26, 3.10], [-1.50, 1.39, 3.44], [-1.83, -0.99, 2.82], [-0.57, -0.89, 4.05], [-0.16, -2.24, 1.95], [1.99, -2.17, 2.04], [1.61, -1.34, 3.55], [3.81, -0.09, 3.46], [5.00, 1.86, 2.46], [4.05, 2.97, 0.45], [2.29, 1.76, -1.79], [1.92, 3.25, -0.94], [0.14, 1.82, -2.01], [-1.56, 2.66, -0.83], [-0.26, 3.83, -0.62], [-1.35, 3.27, 1.56], [0.34, 2.80, 1.56], [-2.00, 1.10, 1.19], [-4.93, 1.32, -1.52], [-5.34, 2.34, -0.70], [-4.52, 2.28, 0.39], [-3.63, 1.24, 0.25], [-3.89, 0.69, -0.91], [-3.23, -0.49, -1.45], [-1.98, -0.91, -1.20], [-1.83, -2.09, -1.93], [-2.96, -2.35, -2.62], [-3.83, -1.33, -2.30], [-5.30, 1.15, -2.44], [-6.15, 2.99, -0.96], [-4.54, 2.90, 1.27], [-0.92, -2.66, -1.91], [-3.23, -3.16, -3.28], [-4.79, -1.29, -2.59], [3.46, -0.33, -6.45], [3.77, -1.06, -5.51], [4.71, -1.81, -5.25], [2.73, -0.99, -4.34], [1.63, -0.14, -4.44], [0.79, -0.01, -3.36], [0.98, -0.68, -2.20], [1.99, -1.59, -2.16], [2.89, -1.76, -3.19], [2.02, -2.40, -0.91], [2.89, -3.12, -0.55], [0.89, -2.17, -0.17], [1.49, 0.39, -5.37], [-0.08, 0.63, -3.42], [3.71, -2.46, -3.14]], "charge": 2, "homo_energy_ev": -12.054, "orbital_gap_ev": 4.81, "lumo_energy_ev": -7.2, "e_tot_ev": -48198.4919}


{"formula": "C24H27NO2", "method": "ωB97M-V/def2-TZVPD", "symbols": ["C", "O", "C", "C", "C", "C", "N", "C", "C", "C", "C", "C", "C", "C", "C", "C", "C", "C", "C", "O", "C", "C", "C", "C", "C", "C", "C", "H", "H", "H", "H", "H", "H", "H", "H", "H", "H", "H", "H", "H", "H", "H", "H", "H", "H", "H", "H", "H", "H", "H", "H", "H", "H", "H"], "positions_angstrom": [[1.92, -0.35, 1.67], [2.45, -0.09, 0.39], [1.58, 0.22, -0.62], [0.24, 0.51, -0.40], [-0.62, 0.86, -1.43], [-2.06, 1.16, -1.11], [-2.67, 0.07, -0.35], [-2.75, -1.14, -1.14], [-3.94, 0.45, 0.25], [-3.78, 0.74, 1.75], [-2.86, 1.90, 2.02], [-3.26, 3.19, 1.71], [-2.40, 4.26, 1.92], [-1.14, 4.05, 2.43], [-0.73, 2.76, 2.75], [-1.59, 1.70, 2.54], [-0.13, 0.92, -2.72], [1.20, 0.62, -2.96], [2.07, 0.25, -1.94], [3.34, -0.02, -2.35], [4.22, -0.77, -1.54], [3.67, -2.10, -1.09], [4.14, -2.69, 0.08], [3.64, -3.91, 0.51], [2.64, -4.54, -0.22], [2.17, -3.96, -1.38], [2.68, -2.75, -1.82], [2.77, -0.69, 2.27], [1.17, -1.14, 1.63], [1.50, 0.55, 2.12], [-0.17, 0.48, 0.60], [-2.10, 2.06, -0.49], [-2.61, 1.36, -2.04], [-3.10, -1.96, -0.51], [-1.75, -1.39, -1.50], [-3.41, -1.05, -2.01], [-4.37, 1.33, -0.25], [-4.65, -0.37, 0.14], [-4.77, 0.95, 2.17], [-3.38, -0.16, 2.23], [-4.25, 3.37, 1.32], [-2.73, 5.26, 1.68], [-0.47, 4.88, 2.59], [0.25, 2.59, 3.16], [-1.28, 0.69, 2.80], [-0.77, 1.19, -3.54], [1.60, 0.65, -3.97], [4.54, -0.19, -0.66], [5.09, -0.94, -2.18], [4.91, -2.19, 0.65], [4.01, -4.36, 1.41], [2.24, -5.48, 0.12], [1.39, -4.45, -1.96], [2.31, -2.30, -2.73]], "homo_energy_ev": -7.923, "orbital_gap_ev": 8.71, "smiles": "COc1cc(CN(C)CCc2ccccc2)ccc1OCc1ccccc1", "lumo_energy_ev": 0.8, "e_tot_ev": -30910.5025}


{"formula": "C24H28ClN3O3", "method": "ωB97M-V/def2-TZVPD", "symbols": ["C", "O", "C", "C", "C", "C", "N", "C", "C", "N", "C", "O", "C", "C", "C", "N", "C", "O", "C", "C", "C", "C", "C", "C", "Cl", "C", "C", "C", "C", "C", "C", "H", "H", "H", "H", "H", "H", "H", "H", "H", "H", "H", "H", "H", "H", "H", "H", "H", "H", "H", "H", "H", "H", "H", "H", "H", "H", "H", "H"], "positions_angstrom": [[0.71, 3.58, 5.37], [1.06, 2.22, 5.26], [1.79, 1.83, 4.17], [2.20, 2.66, 3.14], [2.92, 2.14, 2.07], [3.25, 0.79, 2.00], [4.00, 0.24, 0.96], [4.61, 1.10, -0.03], [3.59, 1.54, -1.12], [2.42, 0.69, -1.04], [1.21, 1.27, -0.82], [1.09, 2.48, -0.81], [0.01, 0.35, -0.60], [-1.27, 1.03, -1.10], [-2.49, 0.45, -0.38], [-2.22, -0.90, 0.06], [-2.56, -2.02, -0.61], [-2.19, -3.13, -0.29], [-3.48, -1.82, -1.79], [-4.86, -1.79, -1.62], [-5.70, -1.70, -2.72], [-5.17, -1.64, -3.99], [-3.79, -1.68, -4.18], [-2.96, -1.78, -3.08], [-1.25, -1.84, -3.31], [-1.23, -0.98, 1.11], [-0.13, 0.07, 0.90], [2.78, -0.70, -0.98], [3.54, -0.99, 0.35], [2.86, -0.03, 3.06], [2.13, 0.48, 4.12], [0.16, 3.67, 6.30], [0.08, 3.90, 4.53], [1.60, 4.22, 5.42], [1.97, 3.71, 3.14], [3.19, 2.82, 1.28], [5.42, 0.53, -0.49], [5.05, 1.96, 0.47], [3.26, 2.57, -0.98], [4.04, 1.45, -2.12], [0.14, -0.59, -1.13], [-1.19, 2.10, -0.92], [-1.35, 0.88, -2.18], [-3.37, 0.46, -1.04], [-2.73, 1.04, 0.51], [-5.26, -1.84, -0.62], [-6.77, -1.67, -2.57], [-5.82, -1.57, -4.85], [-3.37, -1.64, -5.17], [-0.82, -1.99, 1.08], [-1.71, -0.84, 2.09], [-0.38, 1.01, 1.40], [0.80, -0.29, 1.33], [1.91, -1.35, -1.05], [3.43, -0.91, -1.83], [4.41, -1.63, 0.14], [2.89, -1.52, 1.04], [3.13, -1.07, 3.07], [1.83, -0.16, 4.94]], "homo_energy_ev": -7.461, "orbital_gap_ev": 8.16, "smiles": "COc1ccc(N2CCN(C(=O)C3CCN(C(=O)c4ccccc4Cl)CC3)CC2)cc1", "lumo_energy_ev": 0.7, "e_tot_ev": -48478.3203}